Entry 1:
Entry from the OMol25 dataset: an isolated ion of composition C6H11N2O and charge +1 at a distorted geometry (ωB97M-V/def2-TZVPD).

Output
SMILES = N[C@@H](C[NH3+])c1ccoc1
ΔE to the lowest compared entry with this formula, charge and spin = 82.1 kcal per mole
HOMO-LUMO gap = 9.59 eV
E_HOMO = -12.48 eV

```
! wB97M-V def2-TZVPD RIJCOSX def2/J DEFGRID3
* xyz 1 1
O 3.57220 -0.14816 -0.50653
N -0.93881 -0.54445 1.30398
N -1.12386 0.99909 -0.65541
C -0.28619 -1.03821 0.15515
C 3.28254 0.88304 0.28744
C 2.47836 -0.88972 -0.71018
C 1.99158 0.79218 0.76428
C -1.10156 -0.46524 -1.00878
C 1.47589 -0.35107 0.11073
H -2.09454 -0.88580 -1.01895
H -1.60990 1.83939 -0.84834
H -0.08865 1.27418 -0.76858
H -1.59482 -1.26137 1.59462
H 2.49351 -1.68263 -1.43317
H -0.64278 -0.59915 -1.96259
H -0.03106 -2.07354 0.02124
H 3.99269 1.43717 0.78703
H 1.60359 1.48726 1.38738
H -1.24823 0.67870 0.34474
H -0.39749 -0.39735 2.19604
*
```

Entry 2:
Entry from the OMol25 dataset: an isolated ion of composition C6H11N2O and charge +1 at a distorted geometry (ωB97M-V/def2-TZVPD).

Output
SMILES = Cc1oc(=[NH2+])n(C)c1C
ΔE to the lowest compared entry with this formula, charge and spin = 84.6 kcal per mole
HOMO-LUMO gap = 8.39 eV
E_HOMO = -12.24 eV

```
! wB97M-V def2-TZVPD RIJCOSX def2/J DEFGRID3
* xyz 1 1
O -1.11871 -0.11565 1.67238
N 0.84947 0.36489 0.31921
N 0.31863 0.58036 3.19527
C 0.10095 -0.25384 -1.88973
C -1.21945 -0.61972 0.32776
C 0.04542 0.23297 1.93827
C -2.54724 -1.08862 0.01877
C -0.14064 -0.26125 -0.38164
C 2.18732 0.80139 0.17760
H -3.24830 -0.70381 0.83636
H -2.66278 -2.28498 0.15253
H 1.21595 1.06177 3.33532
H -0.31860 -1.12564 -2.32831
H -2.78611 -0.71877 -0.92784
H 2.27375 1.89826 -0.29889
H 2.82360 0.14457 -0.48986
H -0.37069 0.57035 3.94145
H 2.68315 0.95047 1.10586
H -0.34366 0.68372 -2.25026
H 1.19076 -0.07138 -2.08694
*
```

Entry 3:
Entry from the OMol25 dataset: an isolated ion of composition C6H11N2O and charge +1 at a distorted geometry (ωB97M-V/def2-TZVPD).

Output
ΔE to the lowest compared entry with this formula, charge and spin = 14.0 kcal per mole
Expectation value of S² = 2.01
HOMO-LUMO gap (alpha / beta) = 7.53 / 7.35 eV
E_HOMO (alpha / beta) = -10.52 / -14.46 eV

```
! wB97M-V def2-TZVPD RIJCOSX def2/J DEFGRID3
* xyz 1 3
O 3.08523 1.34803 -0.64201
N 1.38162 0.04277 -0.60469
N -2.20891 0.65546 -0.14855
C 0.54055 -0.95927 -0.83160
C -1.96109 -0.66265 -0.21998
C 2.55814 0.24144 -0.12874
C 3.30932 -0.48378 0.95588
C -3.38787 1.27760 0.28106
C -0.76698 -1.25778 -0.58574
H 2.83924 -0.32586 1.91846
H -2.87909 -1.18058 0.18438
H -1.37540 1.20323 -0.23209
H 4.29854 -0.18851 0.96799
H -3.25486 1.97053 1.16844
H -0.98516 -2.30234 -0.66616
H -4.10687 0.51722 0.81460
H 3.24801 -1.53803 0.72614
H 1.02004 -1.93583 -1.14026
H -3.73115 1.92882 -0.55782
H 2.37670 1.64954 -1.25931
*
```